1.
{"formula": "C4H13O4", "method": "ωB97M-V/def2-TZVPD", "e_lumo_ev": 3.91, "e_tot_ha": -461.1109, "de_lowest_kcal_mol": 63.8, "total_charge": -1, "species": ["C", "C", "C", "O", "C", "O", "H", "H", "H", "H", "H", "H", "H", "H", "H", "H", "H", "O", "H", "H", "O"], "xyz": [[0.08940, 1.37163, 0.51607], [-0.79311, 1.39940, -0.73503], [-0.33221, 0.54315, -1.96840], [1.06880, 0.27149, -1.69621], [0.44249, 0.03906, 1.36271], [0.31136, -0.99685, 0.48124], [1.08390, 1.80777, 0.29831], [-0.15754, 2.00917, 1.40703], [-0.98315, 2.41509, -0.95831], [-1.79590, 1.11264, -0.35746], [-0.49627, 0.99279, -2.93688], [-1.11241, -0.22056, -2.01465], [1.06950, -0.45707, -1.14702], [1.52116, -0.02600, 1.71078], [-0.33628, -0.12521, 2.21398], [1.27909, -2.24158, 0.97928], [2.69228, -2.26483, 1.45126], [1.91401, -2.93912, 1.33339], [-2.52016, -0.95675, 0.33681], [-0.92457, -0.89919, 0.11635], [-2.02037, -0.83504, -0.39324]], "lowdin_charge": [-0.191, -0.202, -0.209, -0.077, -0.323, -0.315, 0.085, 0.093, 0.069, 0.089, 0.089, 0.082, 0.001, 0.106, 0.116, -0.022, 0.058, -0.174, -0.078, 0.048, -0.242]}


2.
{"formula": "C4H8N2S", "method": "ωB97M-V/def2-TZVPD", "e_lumo_ev": 0.75, "e_tot_ha": -664.8051, "de_lowest_kcal_mol": 80.1, "species": ["C", "C", "C", "C", "H", "H", "H", "H", "H", "H", "H", "H", "N", "N", "S"], "xyz": [[1.14629, -1.36318, -0.65078], [-0.01135, 0.25209, 0.86867], [0.06107, 1.37903, 0.00289], [-1.41869, 0.11782, 0.29350], [1.52028, -0.53900, -1.29881], [0.14885, -1.78372, -1.17962], [1.79059, -2.16507, -0.48624], [0.59614, -1.57593, 1.47826], [-0.03005, 0.62219, 1.92105], [0.56885, 1.49692, -1.07648], [0.38193, 2.40261, 0.22099], [-1.92375, 1.81569, -0.68268], [0.96447, -0.85598, 0.76333], [-1.32078, 1.27711, -0.26780], [-2.47384, -1.08058, 0.09372]], "lowdin_charge": [-0.115, -0.340, -0.194, -0.877, 0.070, 0.100, 0.039, 0.140, 0.169, 0.162, 0.115, 0.087, -0.068, 0.072, 0.640]}


3.
{"formula": "C31H49AsCrF5O8SSeTe", "method": "ωB97M-V/def2-TZVPD", "e_lumo_ev": [3.48, 3.80], "e_tot_ha": -8659.9961, "de_lowest_kcal_mol": 26.5, "multiplicity": 4, "total_charge": -2, "species": ["Cr", "C", "C", "C", "C", "C", "C", "C", "Se", "C", "C", "C", "C", "C", "C", "O", "C", "C", "C", "C", "C", "C", "C", "C", "C", "O", "C", "C", "C", "C", "C", "C", "H", "H", "H", "H", "H", "H", "H", "H", "H", "H", "H", "H", "H", "H", "H", "H", "H", "H", "H", "H", "H", "H", "H", "H", "H", "H", "H", "H", "H", "H", "H", "H", "H", "H", "H", "H", "H", "H", "H", "H", "F", "Te", "F", "F", "F", "F", "O", "C", "As", "C", "C", "O", "H", "H", "H", "H", "H", "H", "H", "H", "H", "O", "S", "O", "O", "O"], "xyz": [[0.68470, 0.60997, -0.72182], [2.31930, -5.37438, 4.42348], [3.45716, -4.39088, 4.11324], [4.68530, -5.20481, 3.70169], [3.80967, -3.61618, 5.39196], [3.01612, -3.41474, 3.02274], [1.91275, -2.60062, 3.22763], [1.49478, -1.68041, 2.27755], [0.03680, -0.53547, 2.75524], [1.10260, 1.06223, 2.82581], [1.95000, 1.24710, 3.89847], [2.77657, 2.36063, 3.96148], [2.64287, 3.29264, 2.93913], [1.77531, 3.16397, 1.85318], [1.03012, 1.96513, 1.74655], [0.23489, 1.66715, 0.72597], [1.74148, 4.33768, 0.86109], [1.55998, 5.65287, 1.64335], [0.60849, 4.28852, -0.16422], [3.07465, 4.38574, 0.09819], [3.76848, 2.50771, 5.11296], [3.01208, 2.54858, 6.44867], [4.72536, 1.30616, 5.11419], [4.60551, 3.78311, 5.00106], [2.17468, -1.51938, 1.04441], [1.83408, -0.65279, 0.14034], [3.30462, -2.36529, 0.82128], [3.68849, -3.26090, 1.81054], [4.06060, -2.28863, -0.50853], [5.28635, -3.21168, -0.53086], [3.13389, -2.74101, -1.64769], [4.56439, -0.86063, -0.77489], [2.61753, -6.07511, 5.21037], [2.05772, -5.94489, 3.52999], [1.42438, -4.84735, 4.75637], [4.95904, -5.88972, 4.50917], [5.54254, -4.55931, 3.50119], [4.48803, -5.79730, 2.80603], [4.12145, -4.30065, 6.18799], [2.95450, -3.04212, 5.75154], [4.62345, -2.91467, 5.19727], [1.36063, -2.64112, 4.16035], [1.97129, 0.48344, 4.66810], [3.25994, 4.17985, 2.97081], [0.62397, 5.63240, 2.20775], [1.51431, 6.48537, 0.93719], [2.37371, 5.85635, 2.34191], [-0.36599, 4.14185, 0.30541], [0.75029, 3.50459, -0.89390], [0.58847, 5.23401, -0.71272], [3.92280, 4.49913, 0.78058], [3.07609, 5.22982, -0.59819], [3.20208, 3.46805, -0.47424], [2.41842, 1.64467, 6.59115], [2.33210, 3.40283, 6.47461], [3.71249, 2.63419, 7.28566], [4.18045, 0.36776, 5.22599], [5.44531, 1.38653, 5.93518], [5.27402, 1.25742, 4.17182], [3.97732, 4.67622, 5.02398], [5.18552, 3.79617, 4.07631], [5.30395, 3.83845, 5.84040], [4.55590, -3.87530, 1.62486], [5.01296, -4.26077, -0.38846], [6.02074, -2.93459, 0.23126], [5.76665, -3.12302, -1.50753], [2.81767, -3.77641, -1.47878], [3.66407, -2.69055, -2.60256], [2.26128, -2.10036, -1.72934], [5.23463, -0.54301, 0.03046], [3.74459, -0.15189, -0.85447], [5.11723, -0.83632, -1.71771], [-1.49627, 2.77754, -5.13445], [-1.10119, 1.99550, -3.37856], [-0.50123, 3.75098, -2.95476], [-2.76669, 2.69697, -2.77496], [2.12577, 1.61723, -1.00096], [-2.35086, 0.47439, -3.83665], [-0.77716, 1.38153, -1.57903], [-1.25389, -2.23529, -2.94605], [-1.75644, -1.61626, -1.21026], [-2.17019, -3.21533, -0.20315], [-3.41081, -0.63390, -1.17225], [-0.52652, -0.93807, -0.33570], [-2.08970, -2.79140, -3.37278], [-0.39820, -2.89608, -2.80161], [-0.96659, -1.40523, -3.58713], [-3.03039, -3.73279, -0.62806], [-2.37744, -2.91867, 0.82358], [-1.29526, -3.86317, -0.22150], [-4.16960, -1.19891, -1.71424], [-3.28367, 0.34721, -1.61203], [-3.69239, -0.53929, -0.12306], [2.81463, 0.06838, -4.14309], [1.42096, 0.25506, -3.82018], [0.47417, -0.33870, -4.75542], [1.09897, -0.30078, -2.44582], [1.12810, 1.75971, -3.72281]], "mulliken_spin": [2.161, 0.000, 0.000, 0.000, 0.000, -0.006, 0.005, -0.007, -0.001, -0.006, 0.003, -0.003, 0.002, -0.016, 0.019, 0.018, -0.003, 0.000, 0.007, 0.002, 0.000, 0.000, 0.000, 0.000, 0.006, 0.004, -0.015, 0.003, -0.006, 0.001, -0.004, 0.004, 0.000, 0.000, 0.000, 0.000, 0.000, 0.000, 0.000, 0.000, 0.000, -0.001, 0.000, 0.001, 0.000, 0.000, 0.000, -0.001, -0.008, 0.002, 0.000, 0.000, -0.002, 0.000, 0.000, 0.000, 0.000, 0.000, 0.000, 0.000, 0.000, 0.000, 0.000, 0.000, 0.000, 0.000, 0.000, -0.001, 0.004, 0.000, -0.006, -0.001, 0.103, 0.355, 0.035, 0.020, 0.015, 0.104, 0.056, 0.007, 0.005, -0.002, -0.003, -0.019, -0.002, 0.001, -0.003, 0.000, 0.000, 0.000, -0.003, 0.004, -0.001, 0.012, 0.005, -0.007, -0.009, 0.170]}


4.
{"formula": "C40H41BiN12O3S", "method": "ωB97M-V/def2-TZVPD", "e_lumo_ev": 0.11, "e_tot_ha": -3044.4668, "de_lowest_kcal_mol": 17.9, "species": ["Bi", "O", "C", "C", "C", "C", "C", "C", "C", "N", "N", "C", "O", "C", "C", "C", "C", "C", "C", "H", "H", "H", "H", "H", "H", "H", "H", "H", "H", "O", "C", "C", "C", "C", "C", "C", "N", "H", "H", "H", "H", "H", "H", "H", "C", "C", "C", "C", "N", "C", "S", "N", "H", "H", "H", "H", "H", "N", "C", "C", "C", "C", "C", "C", "C", "H", "H", "H", "H", "H", "C", "C", "C", "C", "N", "C", "N", "N", "N", "H", "H", "H", "H", "H", "H", "H", "H", "H", "H", "N", "C", "C", "N", "C", "H", "H", "H", "H"], "xyz": [[-0.87146, -0.18651, 0.80013], [-0.91639, -1.87912, 2.50288], [-1.27880, -1.74233, 3.74518], [-0.72545, -2.59460, 4.73169], [-1.09226, -2.50352, 6.05209], [-2.02944, -1.54683, 6.47008], [-2.59417, -0.72162, 5.53260], [-2.24231, -0.79025, 4.17052], [-3.00519, 0.00579, 3.25293], [-2.77375, 0.23118, 2.00514], [-3.79530, 0.86356, 1.32539], [-3.69251, 0.70990, 0.03476], [-2.75915, 0.05336, -0.56813], [-4.76459, 1.33666, -0.78532], [-5.05019, 0.83273, -2.04901], [-5.99215, 1.45419, -2.85570], [-6.66118, 2.58207, -2.40035], [-6.39928, 3.07068, -1.12655], [-5.45558, 2.45268, -0.32156], [-0.00574, -3.33414, 4.39930], [-0.66557, -3.18629, 6.77677], [-2.30210, -1.47126, 7.51408], [-3.33004, 0.01528, 5.83828], [-3.93826, 0.42818, 3.62593], [-4.54341, -0.06651, -2.37279], [-6.19961, 1.06375, -3.84511], [-7.38818, 3.07690, -3.03178], [-6.92740, 3.94356, -0.76440], [-5.23502, 2.82033, 0.67135], [1.56871, -1.55150, 1.82201], [2.17090, -0.81951, 2.84868], [1.39329, 0.36040, 3.37999], [1.92895, 1.00349, 4.48998], [1.25057, 2.05267, 5.07611], [0.04379, 2.44897, 4.52679], [-0.39540, 1.80573, 3.38979], [0.24124, 0.76432, 2.83396], [0.73040, -1.92976, 2.15831], [3.11599, -0.42938, 2.46798], [2.41314, -1.45632, 3.70969], [2.87770, 0.66097, 4.88444], [1.66091, 2.55426, 5.94395], [-0.53857, 3.25543, 4.94993], [-1.30899, 2.11922, 2.90530], [2.60775, 5.36966, -1.83933], [1.95032, 4.79296, -0.62070], [2.34327, 5.13777, 0.66608], [1.64632, 4.54446, 1.70173], [0.63590, 3.70997, 1.50321], [0.33649, 3.41565, 0.23863], [-0.98161, 2.30899, -0.12427], [0.96454, 3.92103, -0.83103], [1.95962, 6.13200, -2.27624], [2.74132, 4.59201, -2.59035], [3.56821, 5.82436, -1.60008], [3.15620, 5.82706, 0.84812], [1.91038, 4.72937, 2.73952], [0.62925, -2.63204, -0.65836], [0.70009, -3.69390, -1.08829], [0.79880, -5.02022, -1.63081], [0.65364, -5.21809, -3.00240], [0.71468, -6.50170, -3.51817], [0.92247, -7.58329, -2.67257], [1.07933, -7.38254, -1.30758], [1.01982, -6.10290, -0.78173], [0.49833, -4.36353, -3.64849], [0.59662, -6.65958, -4.58219], [0.96569, -8.58586, -3.07829], [1.24305, -8.22499, -0.64863], [1.13848, -5.93261, 0.27997], [4.57572, -0.99915, -2.45607], [4.04335, 0.12909, -3.33753], [2.63970, -0.19725, -3.85460], [4.11241, 1.48442, -2.61866], [3.60501, 1.44049, -1.25687], [2.38396, 1.16245, -0.79337], [2.40954, 1.20767, 0.51383], [3.67599, 1.53798, 0.84844], [4.40120, 1.68075, -0.20277], [4.64508, -1.92324, -3.03130], [3.90795, -1.18352, -1.61149], [5.56808, -0.76365, -2.06470], [4.70545, 0.23560, -4.20204], [1.97336, -0.52309, -3.05222], [2.68854, -1.01551, -4.57456], [2.18883, 0.66133, -4.35867], [3.55294, 2.23764, -3.17493], [5.14603, 1.81202, -2.53231], [1.52093, 0.94148, -1.40013], [-2.15093, 0.21150, -3.74669], [-2.62573, -1.03165, -4.07079], [-1.62282, -1.89631, -3.74479], [-0.54765, -1.21003, -3.22793], [-0.91082, 0.04694, -3.22966], [-2.65425, 1.07966, -3.79634], [-3.60027, -1.19886, -4.49739], [-1.62194, -2.97016, -3.84663], [-0.32676, 0.88255, -2.87292]], "lowdin_charge": [1.746, -0.288, -0.368, -0.016, -0.082, -0.103, -0.050, -0.161, -0.074, -0.157, 0.064, -0.543, -0.307, -0.147, -0.041, -0.087, -0.094, -0.081, -0.026, 0.115, 0.102, 0.096, 0.112, 0.136, 0.093, 0.099, 0.099, 0.101, 0.109, -0.163, -0.226, -0.248, -0.014, -0.049, -0.056, -0.174, 0.002, 0.001, 0.105, 0.128, 0.122, 0.110, 0.110, 0.087, -0.029, -0.341, -0.022, -0.125, 0.066, -0.802, 0.565, 0.085, 0.086, 0.063, 0.076, 0.106, 0.109, 0.169, -0.142, -0.219, -0.030, -0.072, -0.077, -0.074, -0.027, 0.110, 0.107, 0.105, 0.106, 0.121, -0.068, -0.403, -0.081, -0.110, -0.101, -0.166, 0.050, -0.012, 0.060, 0.080, 0.076, 0.080, 0.132, 0.043, 0.082, 0.079, 0.116, 0.124, 0.097, 0.063, -0.122, -0.160, 0.051, -0.237, 0.147, 0.107, 0.083, 0.093]}